Entry 1:
This record from the OMol25 dataset describes 2 unconnected molecules or ions with the total composition C11H15N2O. The level of theory is wB97M-V/def2-TZVPD.

CARTESIAN COORDINATES (ANGSTROEM)
C: 2.05085 0.24946 0.83318
C: 2.62757 -0.50499 0.05260
C: 0.17103 0.45658 -0.62822
C: 0.80795 1.03412 0.60054
C: -0.09567 -1.05950 -0.40968
C: -1.55676 -1.48836 -0.72326
C: 2.38988 -0.98499 -1.34318
C: 0.91275 -0.65133 -1.40816
C: -2.10611 -2.51889 -0.22328
C: 3.16214 -0.40271 -2.47017
C: -2.81164 1.71174 2.47859
N: 0.32142 3.16247 1.70182
N: 0.55464 2.11244 1.19574
O: -1.37529 1.17947 2.37947
H: -0.61206 1.13980 -1.07338
H: 0.32969 -1.48577 0.46535
H: -2.03487 -0.83472 -1.43929
H: 2.59212 -2.13095 -1.45686
H: 0.61681 -0.82962 -2.49096
H: -1.57728 -3.29883 0.34779
H: -1.43243 0.22724 2.58552
H: -3.15503 -2.74965 -0.55262
H: 4.16001 -0.04339 -2.23277
H: 2.60954 0.47909 -2.84754
H: 3.16681 -1.17622 -3.27394
H: -3.08452 1.81510 3.52017
H: -3.37217 0.93903 2.09609
H: -2.95248 2.54246 1.85357
H: -0.30692 3.11092 2.46288

Results
HOMO-LUMO gap (Eh): 0.300
E_tot (Eh): -612.3409
HOMO energy (eV): -13.23
Relative energy (zero: lowest compared OMol25 entry of this formula, charge and spin) (eV): 8.191
Net charge: +1

=====

Entry 2:
This record from the OMol25 dataset describes a gas-phase ion, C11H15N2S (charge +1). The level of theory is wB97M-V/def2-TZVPD.

CARTESIAN COORDINATES (ANGSTROEM)
C: -2.83494 3.32297 0.22262
C: -2.50164 3.06989 1.56364
C: -2.28505 2.67583 -0.87789
C: -1.55289 2.09426 1.77306
C: -1.33405 1.70165 -0.66709
C: -1.07516 1.34890 0.67052
C: 1.74669 -0.36891 -0.97374
C: -0.35462 0.08449 0.95186
C: 1.50018 -2.61041 0.12900
C: 2.14750 -2.30771 1.25209
C: 0.60425 -3.69695 -0.42411
N: 1.61331 -1.66450 -1.03227
N: 2.28361 0.29186 -2.03384
S: 1.31827 0.71241 0.25635
H: -3.54713 4.20035 -0.00284
H: -2.97157 3.66350 2.43496
H: -2.65288 2.98084 -1.92127
H: -1.34717 1.70671 2.76333
H: -0.95651 0.92994 -1.50671
H: -0.87976 -0.82092 0.61157
H: 2.62282 -1.33480 1.42646
H: 2.40619 -3.16817 1.99039
H: -0.16807 -0.01824 2.02682
H: 0.75269 -3.86531 -1.53008
H: -0.47164 -3.43091 -0.43495
H: 0.88486 -4.61563 0.17464
H: 1.81851 -2.10845 -2.04428
H: 2.90066 -0.02727 -2.73840
H: 2.33354 1.25457 -2.05985

Results
HOMO-LUMO gap (Eh): 0.306
E_tot (Eh): -935.5314
HOMO energy (eV): -11.88
Relative energy (zero: lowest compared OMol25 entry of this formula, charge and spin) (eV): 2.177
Net charge: +1

=====

Entry 3:
This record from the OMol25 dataset describes a molecular structure, C11H15N3O4. The level of theory is wB97M-V/def2-TZVPD.

CARTESIAN COORDINATES (ANGSTROEM)
C: -3.46942 -1.47808 1.57447
C: -3.49216 -1.91386 0.24499
C: -2.90241 -1.16254 -0.99629
N: -2.20038 -0.11495 -0.68903
C: -2.86266 0.96347 -0.85437
O: -4.09341 1.19698 -0.98854
N: -2.18481 2.06441 -0.16317
C: -0.78649 2.20063 -0.05096
O: -0.33039 3.27023 0.30911
C: -0.09486 0.82781 0.04043
C: 1.17315 0.90265 0.37537
N: 1.63633 -0.42086 0.29960
C: 3.13298 -1.09123 0.47842
C: 3.87322 -0.99868 -0.71261
O: 4.19838 0.11516 -1.47761
H: 4.84498 0.51257 -0.71545
H: 3.22814 -1.74874 -1.41018
H: 4.69941 -1.77002 -0.50622
H: 3.74604 -0.07261 1.14414
H: 3.07736 -1.82291 1.22973
H: 1.02172 -1.25946 0.04696
C: 2.03194 1.94282 0.78335
H: 2.89738 1.99629 -0.10149
H: 2.58346 1.76322 1.76143
H: 1.60520 2.95545 0.39984
C: -0.85133 -0.25875 -0.31479
O: -0.50009 -1.62618 -0.32791
H: -2.50058 3.26581 -0.36264
H: -2.50666 -2.00790 -1.38502
H: -3.83550 -0.96564 -1.55906
H: -4.20150 -2.68750 -0.02340
H: -4.00461 -2.02668 2.18728
H: -2.93244 -0.55090 1.76360

Results
HOMO-LUMO gap (Eh): 0.317
E_tot (Eh): -893.0945
HOMO energy (eV): -9.04
Relative energy (zero: lowest compared OMol25 entry of this formula, charge and spin) (eV): 10.441

=====

Entry 4:
This record from the OMol25 dataset describes a molecular structure, C11H15N4. The level of theory is wB97M-V/def2-TZVPD.

CARTESIAN COORDINATES (ANGSTROEM)
C: 0.29622 -0.26103 -4.20262
C: 1.14668 0.84919 -4.03664
C: -0.65620 -0.56189 -3.29756
C: 1.05060 1.49314 -2.76889
C: -0.64277 0.00630 -1.97789
C: 0.95945 3.06959 0.81105
C: 0.25122 1.03990 -1.78493
C: 0.70376 -1.74272 1.17834
C: -1.95621 0.73702 2.46026
C: -0.09572 -0.79739 2.14540
C: -1.17808 -0.05734 1.52388
N: 1.02079 2.82483 -0.47807
N: 0.21888 2.20690 1.44629
N: 0.32269 1.69582 -0.57532
N: -0.16278 1.32216 0.56202
H: 0.22754 -0.55856 -5.18406
H: 1.80662 1.17916 -4.85741
H: -1.38236 -1.31403 -3.54210
H: 1.39767 2.45608 -2.56863
H: -1.17400 -0.53379 -1.17234
H: 1.39991 3.98967 1.15912
H: 0.54502 -2.83203 1.30080
H: 1.83558 -1.69360 1.22691
H: 0.62710 -1.62056 0.11558
H: -2.55102 1.53123 2.17168
H: -2.64589 0.10390 2.97278
H: -1.26769 1.02978 3.19034
H: -0.41478 -1.36889 2.95166
H: 0.61273 -0.09337 2.50642
H: -1.57839 -0.46604 0.61244

Results
HOMO-LUMO gap (Eh): 0.331
E_tot (Eh): -646.7978
HOMO energy (eV): -12.93
Relative energy (zero: lowest compared OMol25 entry of this formula, charge and spin) (eV): 3.006
Net charge: +1

=====

Entry 5:
This record from the OMol25 dataset describes a molecular structure, C11H15N4ORhS. The level of theory is wB97M-V/def2-TZVPD.

CARTESIAN COORDINATES (ANGSTROEM)
Rh: 0.67758 0.17782 0.06741
C: -2.77884 1.98578 1.97428
C: -1.70636 1.50927 1.04992
N: -0.97120 0.45630 1.24555
N: -1.16736 -0.28146 2.38403
C: -0.40087 -1.35423 2.39324
N: -0.49128 -2.12262 3.51391
S: 0.68101 -1.87711 1.15194
C: -1.41673 2.23369 -0.20329
C: -2.10651 3.38907 -0.56841
C: -1.82677 3.98499 -1.78444
C: -0.87616 3.40989 -2.62000
C: -0.21388 2.27986 -2.18262
N: -0.45774 1.71008 -1.00016
H: -2.88030 1.28788 2.79923
H: -3.73481 2.06052 1.45239
H: -2.54470 2.97418 2.37849
H: -1.30504 -1.97762 4.08909
H: -0.12493 -3.05714 3.46111
H: -2.85522 3.80096 0.09108
H: -2.35127 4.88355 -2.08104
H: -0.63932 3.83355 -3.58508
H: 0.55415 1.80417 -2.77844
C: 1.83015 3.11386 0.91135
O: 2.55360 1.97553 1.36985
C: 2.35171 0.78509 0.80041
C: 3.36477 -0.14494 1.42340
H: 1.13699 3.42902 1.69160
H: 1.29166 2.87203 -0.00028
H: 2.55916 3.90136 0.72780
H: 4.33178 0.35213 1.52048
H: 3.46016 -1.05936 0.84810
H: 3.02158 -0.41302 2.42738

Results
HOMO-LUMO gap (spin up / spin down) (Eh): 0.214 / 0.214
E_tot (Eh): -1231.0924
HOMO energy (spin up / spin down) (eV): -6.27 / -6.27

=====

Entry 6:
This record from the OMol25 dataset describes a molecular structure, C11H15N4Os. The level of theory is wB97M-V/def2-TZVPD.

CARTESIAN COORDINATES (ANGSTROEM)
C: -0.47762 -0.39010 -4.88692
Os: -0.44923 -1.34076 -3.21232
N: -1.05531 -2.53159 -1.55868
H: -0.09835 -2.68400 -3.98287
H: -0.27257 -2.63199 -0.90971
H: -1.60893 -1.66298 -4.28036
H: -0.22563 -0.96444 -5.79404
H: 0.42485 0.04271 -4.37621
H: -1.21896 0.40853 -5.02416
H: -1.83533 -2.11113 -1.04478
H: -1.34116 -3.47172 -1.83100
N: -0.34628 1.01205 7.06213
C: -0.19643 1.06892 5.90186
C: -0.01807 1.10845 4.47133
C: -1.12590 1.04235 3.61366
C: -0.95730 1.00075 2.22102
C: 0.34065 1.02670 1.69126
C: 1.45156 1.15399 2.53184
C: 1.26463 1.17052 3.92023
N: 0.54172 0.83306 0.30303
C: 1.75061 0.92977 -0.39815
C: 1.53407 0.47311 -1.66076
N: 0.19701 0.04261 -1.74244
C: -0.37985 0.34443 -0.56883
H: -2.11348 1.01254 4.07358
H: -1.81683 0.96453 1.54347
H: 2.44440 1.20737 2.08505
H: 2.12849 1.22038 4.57583
H: 2.65124 1.31237 0.04508
H: 2.17962 0.35112 -2.51784
H: -1.37162 0.06245 -0.25028

Results
HOMO-LUMO gap (spin up / spin down) (Eh): 0.208 / 0.183
E_tot (Eh): -737.3466
HOMO energy (spin up / spin down) (eV): -8.84 / -11.98
<S²>: 6.0330
Spin multiplicity: 5
Relative energy (zero: lowest compared OMol25 entry of this formula, charge and spin) (eV): 0.247
Net charge: +1

=====

Entry 7:
This record from the OMol25 dataset describes a molecular structure, C11H15NO. The level of theory is wB97M-V/def2-TZVPD.

CARTESIAN COORDINATES (ANGSTROEM)
C: 1.56501 0.52729 1.55499
C: -1.83204 -0.09409 0.49720
C: -1.27347 -1.54209 0.71837
C: 0.22290 -1.49053 1.08288
C: 0.75597 -0.15916 0.63209
C: -0.86954 0.88308 0.14464
C: 0.31455 0.51237 -0.73820
C: 1.13006 -2.56962 0.44381
C: -1.10162 2.21313 0.70472
C: -0.07409 -0.28825 -1.95429
C: 0.99967 1.77449 -1.29241
N: 2.32728 1.10178 2.24232
O: -2.96419 0.28449 0.70670
H: -1.78178 -1.99580 1.53021
H: -1.52579 -1.86583 -0.30757
H: 0.26602 -1.47960 2.11848
H: 1.01051 -2.55314 -0.59515
H: 0.80943 -3.63606 0.57649
H: 2.12493 -2.51824 0.64879
H: -2.12813 2.27600 1.18616
H: -1.05512 3.07017 0.04223
H: -0.24212 2.53400 1.26734
H: -0.71090 0.43139 -2.61525
H: -0.55678 -1.12837 -1.68321
H: 0.81584 -0.55396 -2.67596
H: 2.17203 1.58570 -1.21135
H: 0.78700 2.68120 -0.70996
H: 0.81437 1.99966 -2.31408

Results
HOMO-LUMO gap (Eh): 0.308
E_tot (Eh): -558.0136
HOMO energy (eV): -8.67
Relative energy (zero: lowest compared OMol25 entry of this formula, charge and spin) (eV): 3.597

=====

Entry 8:
This record from the OMol25 dataset describes 2 unconnected molecules or ions with the total composition C11H15NO. The level of theory is wB97M-V/def2-TZVPD.

CARTESIAN COORDINATES (ANGSTROEM)
C: -3.86095 -0.88025 -2.46129
C: -1.21702 -1.44529 0.21743
C: -2.04356 -0.55453 -0.56887
C: -2.70856 -1.31938 -1.61693
C: -2.41038 -2.62762 -1.34707
C: -0.49547 0.32762 1.60616
C: -0.41390 -1.05289 1.39501
C: -1.40569 1.23353 0.89476
C: -2.19163 0.74862 -0.15405
N: -1.57939 -2.73363 -0.15191
H: -0.12773 0.77037 2.55149
H: 0.05130 -1.81300 1.94706
H: -1.52417 2.34958 1.06369
H: -2.96649 1.22808 -0.58129
H: -1.02198 -3.55309 0.07129
H: -2.56332 -3.52661 -1.96744
H: -4.58754 -1.73125 -2.59983
H: -3.50785 -0.52086 -3.36025
H: -4.41667 -0.13245 -1.92594
C: 3.84608 1.69688 1.16705
C: 4.58087 2.02223 -0.08741
O: 4.71936 1.27780 2.20585
H: 3.43964 2.60240 1.60324
H: 3.06204 0.85153 1.12078
H: 4.80409 3.09740 -0.21784
H: 4.74430 0.33823 2.37751
H: 4.13067 1.54738 -0.97742
H: 5.66396 1.79920 -0.20378

Results
HOMO-LUMO gap (spin up / spin down) (Eh): 0.315 / 0.177
E_tot (Eh): -557.7818
HOMO energy (spin up / spin down) (eV): -12.31 / -12.31
<S²>: 0.7769
Spin multiplicity: 2
Relative energy (zero: lowest compared OMol25 entry of this formula, charge and spin) (eV): 2.746
Net charge: +1

=====

Entry 9:
This record from the OMol25 dataset describes 2 unconnected molecules or ions with the total composition C11H15NOS. The level of theory is wB97M-V/def2-TZVPD.

CARTESIAN COORDINATES (ANGSTROEM)
C: -3.22066 -0.96579 1.39882
C: 0.45143 -1.62197 -1.29000
C: -0.77042 -0.69368 -1.43264
C: 0.10979 -1.45805 1.13707
C: 1.19216 1.13048 1.22885
C: 1.10219 -1.12169 -0.00039
C: -0.78807 -0.27462 1.02785
C: -0.59024 0.35062 -0.32155
C: 0.95712 0.41876 -0.10651
C: -1.33350 1.64898 -0.54980
C: 1.76528 1.08428 -1.20687
N: -4.30924 -1.29804 1.49787
O: 0.01610 0.28269 3.49237
S: -0.37081 0.97821 2.27194
H: 0.16599 -2.66922 -1.20800
H: 1.12655 -1.53257 -2.14048
H: -0.79415 -0.20736 -2.40720
H: -1.71102 -1.22705 -1.30096
H: -0.39738 -2.40755 0.96157
H: 0.55973 -1.49767 2.13235
H: 2.00246 0.69578 1.81385
H: 1.38556 2.19296 1.08942
H: 2.11136 -1.49803 0.17260
H: -2.40189 1.48446 -0.42017
H: -1.16482 2.01117 -1.56262
H: -1.01822 2.41964 0.15091
H: 2.81959 1.09031 -0.93209
H: 1.44206 2.11528 -1.33783
H: 1.66305 0.56970 -2.15836

Results
HOMO-LUMO gap (Eh): 0.306
E_tot (Eh): -956.1763
HOMO energy (eV): -9.96
Relative energy (zero: lowest compared OMol25 entry of this formula, charge and spin) (eV): 5.194